# C38H28N12O3Os

A structure of composition C38H28N12O3Os at a distorted geometry (wB97M-V/def2-TZVPD, the OMol25 dataset).

Element x y z (Å)
Os: -2.19491 -0.18818 -1.03512
O: 0.12759 2.96960 -0.13978
O: -5.80685 1.41343 -0.25625
O: 3.35439 -0.36660 1.61007
N: 1.13949 0.03798 -1.82115
N: 0.38836 -3.62703 -0.86580
N: 5.51525 -0.28534 1.22565
N: -1.20266 1.57821 -1.39915
N: -0.94117 -1.93531 -1.09209
N: -0.02399 -3.67886 -2.14798
N: -1.25385 1.17789 2.69081
N: -3.86933 -1.50888 -0.77923
N: -3.68533 1.08031 -1.15309
N: -1.15795 -0.14174 2.98424
N: 5.13539 0.88659 1.88504
N: -2.01118 0.15460 0.95014
C: 2.76482 -3.98109 -0.36315
C: 3.66684 1.14318 -1.39559
C: 3.47875 3.03626 3.02553
C: -3.93949 4.43680 -2.61470
C: -0.15561 -2.59032 -0.24594
C: -0.70781 2.21010 3.57704
C: -1.62995 -0.73072 1.92272
C: 5.26509 -2.74926 -0.44505
C: 1.29413 1.20754 -1.19525
C: 3.76160 -4.47774 -1.19002
C: 3.02757 -2.87570 0.43292
C: -4.97923 -0.81769 -0.42414
C: 1.38356 -4.58709 -0.35566
C: 3.51921 -0.06366 -2.05630
C: 1.62311 1.49974 2.84692
C: -4.92179 0.67630 -0.57170
C: -3.95173 -2.84048 -0.83430
C: 4.25812 -2.24307 0.37391
C: 1.26726 3.72377 3.66778
C: 3.86954 0.79433 2.08561
C: -2.02358 2.57938 -1.77797
C: 0.76631 2.46782 3.34761
C: -1.60150 3.84319 -2.28838
C: 5.01495 -3.87334 -1.21288
C: -0.81637 -2.64786 -2.25668
C: 4.44729 -0.98324 1.08974
C: -3.44472 2.30703 -1.66536
C: 0.07783 1.99239 -0.83885
C: -1.75945 1.35032 1.48624
C: -4.39427 3.26824 -2.09099
C: -6.15146 -1.42965 -0.04582
C: 2.61753 4.00260 3.51694
C: 2.97288 1.78954 2.67445
C: 2.23839 -0.57920 -2.23943
C: -2.53652 4.72736 -2.70443
C: -6.22818 -2.81636 -0.10385
C: 2.52687 1.79940 -0.95452
C: -5.12039 -3.52278 -0.53424
H: 6.22335 -2.24681 -0.47855
H: 1.26310 0.50919 2.59892
H: -2.22071 5.67297 -3.12424
H: 0.60011 4.49172 4.04314
H: -1.26879 3.12521 3.39993
H: -1.94485 2.31202 1.03841
H: 1.08158 -4.87963 0.64902
H: -3.06471 -3.37909 -1.13384
H: 2.10054 -1.51919 -2.76499
H: -0.89179 1.87820 4.59741
H: 1.33620 -5.45174 -1.01046
H: 3.56891 -5.34164 -1.81515
H: 2.99580 4.98269 3.77430
H: 0.01629 -2.34253 0.78576
H: -1.32341 -2.39729 -3.17620
H: 4.53635 3.23211 2.90741
H: 2.57497 2.75457 -0.44944
H: -4.65139 5.16293 -2.98402
H: 2.27476 -2.48243 1.10609
H: -5.45027 3.06547 -2.00552
H: -7.14234 -3.32937 0.16267
H: 5.78983 -4.26973 -1.85506
H: 4.64737 1.57156 -1.23272
H: -6.98094 -0.80921 0.26559
H: -5.14790 -4.59847 -0.63766
H: -0.54899 4.07381 -2.36485
H: 4.37866 -0.60008 -2.43556
H: -1.74454 -1.79795 1.84109

Results
- orbital gap (spin up / spin down) (eV) = 5.0 / 5.1
- E_HOMO (spin up / spin down) (eV) = -13.08 / -13.08
- E (Ha) = -2437.873549
- net charge = +2